Entry 1:
{"formula": "C18H21BrN4O", "method": "ωB97M-V/def2-TZVPD", "elements": ["C", "C", "C", "C", "C", "C", "C", "Br", "H", "H", "N", "C", "O", "C", "N", "C", "H", "C", "N", "C", "N", "C", "C", "C", "C", "H", "H", "H", "H", "C", "H", "C", "H", "H", "H", "H", "H", "H", "H", "H", "H", "H", "H", "H", "H"], "coordinates": [[4.075, 3.498, 0.948], [3.367, 2.207, 0.560], [2.116, 1.816, 0.914], [1.635, 0.669, 0.704], [2.315, -0.043, -0.018], [3.727, 0.129, -0.463], [4.320, 1.296, -0.041], [5.930, 1.892, -0.961], [4.264, -0.479, -1.246], [1.954, -1.182, -0.328], [0.543, 0.184, 0.969], [-0.386, 1.031, 1.741], [-0.430, 2.227, 2.417], [-1.716, 0.037, 2.075], [-1.959, -0.776, 1.065], [-2.592, -2.118, 1.614], [-2.355, -2.400, 2.652], [-4.150, -1.800, 1.710], [-4.781, -1.311, 0.225], [-5.136, -2.202, -0.601], [-5.163, -1.527, -1.898], [-5.552, -2.444, -2.846], [-6.303, -3.633, -2.727], [-6.269, -4.185, -1.319], [-5.870, -3.196, -0.586], [-5.953, -3.745, 0.654], [-6.919, -4.918, -0.989], [-6.795, -4.134, -3.638], [-5.559, -1.914, -3.731], [-3.997, -0.136, 0.014], [-4.361, 0.215, -1.150], [-2.488, -0.218, -0.163], [-1.953, 0.530, -0.400], [-2.300, -0.998, -0.818], [-4.177, 0.740, 0.743], [-4.716, -2.798, 1.764], [-4.463, -0.864, 2.293], [-2.442, -3.064, 0.879], [-1.537, -0.414, 3.066], [-2.400, 0.723, 2.197], [0.082, -0.788, 0.976], [1.910, 2.397, 1.674], [5.123, 3.490, 1.510], [3.431, 4.212, 1.666], [4.402, 4.232, -0.075]], "nbo_charge": [-0.663, -0.007, -0.269, 0.096, -0.163, -0.201, -0.092, 0.033, 0.235, 0.178, -0.608, 0.645, -0.614, -0.283, -0.472, -0.248, 0.226, -0.264, -0.387, 0.301, -0.434, -0.003, -0.301, -0.131, -0.225, 0.125, 0.221, 0.230, 0.188, -0.258, 0.268, -0.224, 0.208, 0.200, 0.212, 0.229, 0.231, 0.218, 0.218, 0.176, 0.467, 0.242, 0.243, 0.224, 0.232], "spin_multiplicity": 1, "total_charge": 0, "gap_ev": 8.24, "e_tot_ha": -3566.21280, "e_homo_ev": -7.975, "e_above_lowest_kcal_mol": 376.8}

Entry 2:
{"formula": "C18H21Cl5IN4O4PtSe2", "method": "ωB97M-V/def2-TZVPD", "elements": ["Pt", "O", "C", "C", "C", "O", "C", "Se", "C", "Se", "H", "H", "H", "H", "H", "H", "H", "H", "H", "H", "C", "N", "C", "C", "C", "N", "C", "O", "N", "H", "H", "H", "H", "H", "H", "H", "N", "C", "O", "C", "I", "H", "H", "H", "H", "Cl", "C", "C", "C", "Cl", "C", "Cl", "C", "Cl", "C", "Cl"], "coordinates": [[0.062, 0.628, -0.826], [-2.894, 4.692, -1.375], [-1.478, 4.575, -1.389], [-0.942, 4.004, -2.706], [-1.182, 5.080, -3.778], [-0.875, 4.675, -5.109], [-1.673, 2.729, -3.138], [-2.119, 1.467, -1.717], [0.562, 3.767, -2.590], [1.285, 2.665, -1.129], [-3.219, 3.796, -1.197], [-1.133, 3.950, -0.565], [-1.072, 5.581, -1.242], [-0.607, 5.980, -3.517], [-2.241, 5.341, -3.778], [0.021, 4.324, -5.111], [-1.083, 2.200, -3.884], [-2.621, 2.993, -3.606], [1.060, 4.726, -2.413], [0.955, 3.360, -3.524], [2.075, -4.948, 1.825], [1.237, -3.876, 2.336], [1.759, -2.843, 3.043], [1.004, -1.795, 3.427], [-0.357, -1.804, 2.989], [-0.889, -2.841, 2.370], [-0.136, -3.910, 2.024], [-0.578, -4.889, 1.427], [-1.149, -0.739, 3.196], [3.085, -4.817, 2.208], [2.096, -4.921, 0.735], [1.676, -5.913, 2.133], [2.817, -2.906, 3.267], [1.426, -0.969, 3.978], [-0.715, 0.146, 3.391], [-2.042, -0.739, 2.713], [-3.470, -3.430, 1.096], [-3.382, -2.117, 0.740], [-3.601, -1.200, 1.513], [-3.052, -1.869, -0.709], [-0.946, -1.830, -1.035], [-3.397, -3.552, 2.096], [-2.839, -4.060, 0.614], [-3.412, -0.900, -1.047], [-3.408, -2.669, -1.352], [2.271, -1.585, -2.098], [2.628, -1.004, -0.496], [1.780, -0.053, 0.085], [2.197, 0.400, 1.341], [1.222, 1.562, 2.196], [3.355, -0.046, 1.975], [3.812, 0.555, 3.531], [4.132, -1.031, 1.378], [5.518, -1.669, 2.190], [3.761, -1.518, 0.130], [4.715, -2.753, -0.615]], "nbo_charge": [0.286, -0.749, -0.073, -0.160, -0.050, -0.727, -0.551, -0.339, -0.567, -0.146, 0.483, 0.209, 0.166, 0.148, 0.193, 0.459, 0.215, 0.217, 0.210, 0.192, -0.396, -0.417, 0.102, -0.395, 0.478, -0.621, 0.760, -0.687, -0.775, 0.199, 0.218, 0.218, 0.214, 0.236, 0.401, 0.437, -0.813, 0.672, -0.642, -0.642, 0.333, 0.405, 0.407, 0.277, 0.231, 0.015, -0.102, -0.252, -0.135, 0.014, 0.007, 0.018, -0.146, 0.023, -0.084, 0.027], "spin_multiplicity": 1, "total_charge": -1, "gap_ev": 6.66, "e_tot_ha": -8739.53715, "e_homo_ev": -4.510}

Entry 3:
{"formula": "C18H21ClFN3O3S", "method": "ωB97M-V/def2-TZVPD", "elements": ["C", "C", "C", "C", "O", "C", "O", "N", "C", "C", "C", "C", "C", "N", "N", "C", "S", "C", "C", "C", "F", "C", "C", "C", "C", "Cl", "O", "H", "H", "H", "H", "H", "H", "H", "H", "H", "H", "H", "H", "H", "H", "H", "H", "H", "H", "H", "H", "H"], "coordinates": [[0.091, 2.858, -0.861], [-1.369, 2.803, -0.415], [-1.552, 3.512, 0.927], [-2.289, 3.409, -1.475], [-1.754, 1.433, -0.142], [-1.778, 0.502, -1.110], [-1.462, 0.648, -2.270], [-2.220, -0.674, -0.609], [-2.443, -1.847, -1.433], [-3.216, -2.785, -0.510], [-2.652, -2.440, 0.866], [-2.504, -0.915, 0.795], [-1.419, -0.376, 1.652], [-1.544, 0.301, 2.742], [-0.305, 0.627, 3.160], [0.520, 0.125, 2.294], [2.235, 0.293, 2.327], [2.757, -0.960, 1.077], [2.371, -0.615, -0.323], [2.874, 0.532, -0.932], [3.727, 1.304, -0.232], [2.550, 0.904, -2.222], [1.688, 0.104, -2.949], [1.181, -1.056, -2.393], [1.522, -1.405, -1.097], [0.909, -2.887, -0.458], [-0.117, -0.542, 1.306], [0.216, 2.310, -1.791], [0.390, 3.891, -1.011], [0.732, 2.417, -0.100], [-0.940, 3.041, 1.692], [-1.266, 4.555, 0.837], [-2.590, 3.450, 1.243], [-2.048, 4.460, -1.608], [-3.327, 3.321, -1.161], [-2.162, 2.892, -2.422], [-1.488, -2.289, -1.731], [-2.990, -1.567, -2.335], [-4.282, -2.557, -0.545], [-3.070, -3.831, -0.771], [-1.670, -2.899, 0.991], [-3.295, -2.748, 1.687], [-3.429, -0.408, 1.103], [3.842, -0.965, 1.188], [2.350, -1.922, 1.382], [2.970, 1.808, -2.632], [1.405, 0.381, -3.952], [0.518, -1.684, -2.965]], "nbo_charge": [-0.638, 0.275, -0.618, -0.644, -0.548, 0.916, -0.664, -0.452, -0.204, -0.408, -0.397, -0.084, 0.484, -0.286, -0.313, 0.272, 0.315, -0.534, -0.174, 0.479, -0.328, -0.302, -0.162, -0.233, -0.003, 0.007, -0.442, 0.235, 0.214, 0.209, 0.225, 0.212, 0.217, 0.213, 0.211, 0.240, 0.194, 0.217, 0.206, 0.223, 0.214, 0.228, 0.229, 0.252, 0.252, 0.235, 0.229, 0.233], "spin_multiplicity": 1, "total_charge": 0, "gap_ev": 9.22, "e_tot_ha": -2046.77571, "e_homo_ev": -8.688, "e_above_lowest_kcal_mol": 0.0}

Entry 4:
{"formula": "C18H21ClN4O6S", "method": "ωB97M-V/def2-TZVPD", "elements": ["C", "C", "O", "O", "C", "C", "C", "C", "O", "O", "N", "C", "O", "C", "N", "C", "O", "C", "C", "N", "N", "C", "C", "C", "Cl", "C", "C", "C", "S", "C", "H", "H", "H", "H", "H", "H", "H", "H", "H", "H", "H", "H", "H", "H", "H", "H", "H", "H", "H", "H", "H"], "coordinates": [[5.824, -2.335, -1.696], [4.429, -2.873, -1.861], [3.870, -3.044, -2.912], [3.888, -3.159, -0.671], [2.589, -3.763, -0.649], [1.519, -2.733, -0.415], [0.811, -2.669, 0.730], [0.982, -3.602, 1.886], [1.227, -4.777, 1.799], [0.852, -2.959, 3.037], [-0.170, -1.709, 0.907], [-1.365, -1.674, 1.584], [-1.816, -2.311, 2.485], [-1.879, -0.533, 0.675], [-2.270, 0.689, 1.304], [-1.466, 1.346, 2.176], [-0.356, 0.960, 2.472], [-2.073, 2.642, 2.688], [-1.694, 3.789, 1.734], [-1.953, 3.422, 0.368], [-3.210, 3.190, -0.028], [-3.151, 2.756, -1.275], [-4.359, 2.402, -2.062], [-1.804, 2.690, -1.679], [-1.206, 2.175, -3.202], [-1.054, 3.113, -0.596], [0.416, 3.231, -0.443], [-0.483, -0.620, 0.016], [-0.390, -1.167, -1.714], [1.331, -1.747, -1.530], [6.034, -1.613, -2.479], [6.524, -3.163, -1.794], [5.942, -1.890, -0.713], [2.609, -4.503, 0.151], [2.419, -4.257, -1.613], [0.895, -3.572, 3.789], [-2.673, -0.878, 0.013], [-3.139, 1.120, 1.021], [-1.675, 2.854, 3.679], [-3.158, 2.554, 2.739], [-2.287, 4.675, 1.979], [-0.635, 4.025, 1.832], [-5.244, 2.509, -1.442], [-4.447, 3.057, -2.927], [-4.284, 1.378, -2.424], [0.893, 2.835, -1.336], [0.714, 4.273, -0.325], [0.765, 2.673, 0.427], [0.157, 0.251, 0.159], [1.598, -2.195, -2.486], [1.953, -0.860, -1.381]], "nbo_charge": [-0.715, 0.802, -0.610, -0.507, -0.125, 0.000, 0.064, 0.774, -0.584, -0.652, -0.437, 0.708, -0.548, -0.134, -0.619, 0.689, -0.623, -0.503, -0.198, -0.170, -0.309, 0.134, -0.643, -0.173, 0.027, 0.162, -0.666, -0.159, 0.203, -0.574, 0.237, 0.244, 0.234, 0.239, 0.217, 0.507, 0.240, 0.425, 0.243, 0.227, 0.224, 0.221, 0.233, 0.231, 0.226, 0.246, 0.231, 0.237, 0.223, 0.269, 0.230], "spin_multiplicity": 1, "total_charge": 0, "gap_ev": 9.35, "e_tot_ha": -2227.40903, "e_homo_ev": -8.923}

Entry 5:
{"formula": "C18H21F5N8PRe", "method": "ωB97M-V/def2-TZVPD", "elements": ["Re", "C", "N", "C", "C", "N", "C", "P", "C", "N", "C", "C", "N", "C", "C", "N", "C", "C", "N", "C", "H", "H", "H", "H", "H", "H", "H", "H", "H", "H", "H", "H", "H", "H", "H", "F", "C", "F", "C", "F", "F", "F", "C", "N", "C", "C", "N", "C", "H", "H", "H", "H", "H", "H"], "coordinates": [[0.595, -0.410, -1.034], [4.704, 2.329, 1.638], [3.824, 1.913, 0.537], [3.908, 2.412, -0.732], [2.924, 1.814, -1.455], [2.229, 0.952, -0.635], [2.815, 1.029, 0.572], [2.430, -0.064, 1.973], [0.618, 0.165, 1.910], [-0.127, 0.091, 0.791], [-1.427, 0.399, 1.135], [-1.454, 0.661, 2.465], [-0.171, 0.510, 2.933], [0.216, 0.734, 4.335], [2.536, -1.581, 0.952], [1.982, -1.710, -0.268], [2.397, -2.917, -0.788], [3.208, -3.508, 0.126], [3.282, -2.661, 1.206], [4.075, -2.950, 2.411], [4.525, 3.378, 1.861], [5.739, 2.187, 1.335], [4.497, 1.729, 2.519], [4.644, 3.146, -1.014], [2.700, 1.958, -2.495], [-2.231, 0.412, 0.418], [-2.268, 0.942, 3.113], [0.139, 1.795, 4.562], [1.235, 0.395, 4.489], [-0.455, 0.170, 4.977], [2.093, -3.267, -1.760], [3.734, -4.448, 0.102], [3.719, -3.877, 2.854], [3.962, -2.139, 3.124], [5.121, -3.051, 2.131], [-1.105, 0.699, -2.136], [0.215, 0.980, -2.506], [0.378, 2.277, -2.554], [0.610, 0.242, -3.804], [1.544, 0.840, -4.476], [1.186, -0.942, -3.236], [-0.377, -0.145, -4.563], [-3.270, -3.984, -2.920], [-2.293, -3.347, -2.023], [-2.012, -3.750, -0.736], [-1.077, -2.898, -0.257], [-0.778, -1.967, -1.248], [-1.548, -2.289, -2.301], [-3.030, -5.040, -3.012], [-3.212, -3.511, -3.896], [-4.268, -3.860, -2.508], [-2.500, -4.596, -0.283], [-0.604, -2.883, 0.709], [-1.577, -1.776, -3.247]], "nbo_charge": [1.435, -0.415, -0.270, -0.023, -0.042, -0.521, 0.084, 0.841, 0.112, -0.504, -0.049, -0.019, -0.265, -0.417, 0.118, -0.512, -0.046, -0.023, -0.269, -0.416, 0.254, 0.253, 0.228, 0.273, 0.247, 0.260, 0.276, 0.254, 0.233, 0.256, 0.258, 0.275, 0.254, 0.233, 0.255, -0.276, 0.439, -0.247, 0.922, -0.238, -0.329, -0.251, -0.413, -0.267, -0.024, -0.077, -0.584, 0.249, 0.250, 0.240, 0.249, 0.271, 0.237, 0.242], "spin_multiplicity": 2, "total_charge": 3, "gap_ev": [7.97, 7.23], "e_tot_ha": -2054.62454, "e_homo_ev": [-18.132, -18.118], "e_above_lowest_kcal_mol": 0.0}

Entry 6:
{"formula": "C18H21N2", "method": "ωB97M-V/def2-TZVPD", "elements": ["C", "C", "C", "C", "C", "C", "N", "C", "C", "C", "N", "C", "C", "C", "H", "H", "H", "H", "H", "H", "H", "H", "H", "H", "H", "H", "H", "H", "H", "C", "C", "C", "C", "C", "C", "H", "H", "H", "H", "H", "H"], "coordinates": [[2.383, -1.385, 2.920], [2.870, -0.638, 1.813], [3.272, 0.235, 0.447], [1.944, 0.242, -0.514], [1.156, 1.677, -0.603], [0.380, 2.133, 0.768], [0.865, 2.719, 2.075], [2.305, 2.998, 2.443], [-0.238, 3.044, 3.094], [-1.623, 2.561, 2.311], [-1.117, 2.036, 0.974], [-2.224, 1.506, 0.086], [-2.873, 0.076, 0.658], [-3.586, -1.047, 1.171], [1.872, -2.209, 3.595], [4.122, -0.375, -0.123], [3.720, 1.289, 0.689], [2.333, 0.009, -1.618], [1.255, -0.662, -0.215], [0.308, 1.537, -1.432], [1.842, 2.566, -0.931], [2.737, 1.985, 2.894], [2.982, 3.245, 1.514], [2.406, 3.807, 3.300], [-0.151, 3.529, 4.162], [-2.752, 2.621, 2.693], [-1.876, 1.382, -1.038], [-3.097, 2.291, 0.109], [-4.340, -1.927, 1.458], [-0.375, -2.042, -3.355], [-1.139, -1.625, -2.265], [-2.007, -2.518, -1.638], [-2.104, -3.833, -2.095], [-1.337, -4.251, -3.183], [-0.476, -3.354, -3.816], [0.298, -1.344, -3.845], [-1.058, -0.602, -1.904], [-2.606, -2.192, -0.793], [-2.776, -4.531, -1.603], [-1.412, -5.276, -3.538], [0.116, -3.679, -4.666]], "nbo_charge": [-0.279, -0.088, -0.462, -0.415, -0.461, 0.478, -0.358, -0.446, -0.036, -0.033, -0.381, -0.254, -0.108, -0.224, 0.302, 0.272, 0.237, 0.246, 0.270, 0.263, 0.266, 0.259, 0.239, 0.258, 0.297, 0.303, 0.267, 0.270, 0.318, -0.224, -0.178, -0.224, -0.211, -0.199, -0.213, 0.206, 0.164, 0.218, 0.218, 0.223, 0.222], "spin_multiplicity": 1, "total_charge": 1, "gap_ev": 7.88, "e_tot_ha": -807.20539, "e_homo_ev": -11.448, "e_above_lowest_kcal_mol": 367.3}